Entry 1:
# C30H50ClN4O2

A cluster of 4 separate species, C30H50ClN4O2 in total in a non-equilibrium geometry (ωB97M-V with the def2-TZVPD basis set, OMol25).

Results
HOMO level   -0.556 Eh
Frontier orbital gap   5.0 eV
E_tot   -54468.19948 eV
Charge   +3
LUMO level   -10.1495 eV
Relative energy (zero: lowest compared OMol25 entry of this formula, charge and spin)   34.5 kcal/mol

Geometry (Å):
Cl (0.45824, 0.78630, 2.09587)
O (-1.07662, -2.37076, 4.48212)
O (1.63722, -2.94522, -2.94241)
N (2.21897, 3.14037, 0.69765)
N (-1.40868, 4.33746, -5.15097)
N (2.32619, -2.08575, -2.11634)
N (-2.37818, -2.29177, 4.05543)
C (4.51857, -1.85682, -3.19628)
C (0.12371, -1.36374, -1.20790)
C (-2.70419, -3.01108, 2.75074)
C (0.13587, 3.40290, -0.42512)
C (0.11604, 3.95005, -2.87735)
C (-4.16018, -3.39233, 2.82961)
C (-3.29817, -1.37071, 4.91925)
C (4.29630, -1.78011, -0.63129)
C (3.75442, -0.38968, -0.35961)
C (-1.81527, 3.41464, -4.24151)
C (0.88766, 3.11834, 0.66912)
C (2.22234, 3.87508, -1.51147)
C (3.96326, -3.91922, -1.85523)
C (2.24975, -0.49151, -0.30032)
C (1.52010, -0.92949, -1.57404)
C (-2.10536, 4.41028, -6.46272)
C (2.97523, 2.99155, 1.94881)
C (1.56073, 0.12794, -2.63763)
C (-3.21906, 0.03206, 4.24768)
C (-2.88312, -1.48689, 6.35235)
C (2.94588, 3.47353, -0.39292)
C (-5.09488, -2.25943, 3.34505)
C (0.84170, 3.72571, -1.61327)
C (3.81487, -2.42738, -1.95394)
C (-1.84196, -4.25890, 2.55764)
C (-2.52493, -1.94000, 1.67018)
C (0.44574, 4.94315, -3.80565)
C (-4.67869, -1.96156, 4.78498)
C (-1.03750, 3.17448, -3.13852)
C (-0.33403, 5.11370, -4.94918)
H (1.81755, 0.42004, 0.06795)
H (-1.67049, 3.67745, -7.12372)
H (5.34803, -1.64599, -0.61450)
H (-2.49817, -5.03323, 2.19032)
H (-0.93610, 3.28739, -0.31225)
H (2.46416, 0.68191, -2.72138)
H (4.17444, -2.26635, -4.12385)
H (-3.60350, -0.89244, 6.92762)
H (-0.17997, 5.84773, -5.73368)
H (-2.62024, 2.78175, -4.55282)
H (2.70921, 3.82837, 2.58262)
H (-1.48902, -1.55469, 1.65520)
H (-2.16225, 0.29051, 4.07089)
H (4.57299, -0.75395, -3.24222)
H (-5.05428, -1.39333, 2.69569)
H (5.50483, -2.27026, -3.06124)
H (-3.28335, -1.17390, 1.66680)
H (1.96084, -1.24693, 0.44399)
H (2.60622, 2.13227, 2.48983)
H (4.01539, -2.44425, 0.21153)
H (-2.84297, -2.48545, 6.76757)
H (2.76982, 4.05011, -2.42359)
H (5.03271, -4.06536, -1.71908)
H (4.02857, 3.45750, -0.24958)
H (-0.51138, -1.41143, -2.08600)
H (0.47919, 2.98044, 1.65596)
H (-1.90397, -1.08475, 6.54986)
H (-3.83162, 0.06887, 3.35738)
H (1.38926, -0.22333, -3.66843)
H (0.05730, -2.33617, -0.72992)
H (4.03780, 3.04602, 1.75277)
H (-1.91052, 5.37068, -6.94064)
H (0.72473, 0.75299, -2.35664)
H (3.78332, -4.46315, -2.79825)
H (-1.07372, -4.08544, 1.78244)
H (3.50382, -4.39786, -1.00893)
H (-4.33950, -4.33168, 3.33418)
H (-0.23289, -0.65900, -0.45295)
H (-3.67373, 0.79477, 4.86636)
H (-5.32589, -1.19440, 5.20833)
H (4.11068, 0.09174, 0.55139)
H (-1.31169, -4.64271, 3.41097)
H (-6.12543, -2.62091, 3.35466)
H (-1.39262, 2.44354, -2.40921)
H (-4.80275, -2.86340, 5.39773)
H (1.28570, 5.63371, -3.74314)
H (-2.54635, -2.43797, 0.70741)
H (-3.16401, 4.17896, -6.33950)
H (-4.42700, -3.61874, 1.78630)
H (4.08488, 0.29514, -1.13703)

Löwdin atomic charge list, values in e, 2 entries: -0.100 0.159

Entry 2:
# C46H106O20

A cluster of 11 separate species, C46H106O20 in total in a non-equilibrium geometry (ωB97M-V with the def2-TZVPD basis set, OMol25).

Results
HOMO level   -0.341 Eh
Frontier orbital gap   9.8 eV
E_tot   -90358.24602 eV
LUMO level   0.5517 eV

Geometry (Å):
O (-2.76781, 37.56138, 9.36648)
O (-2.33646, 40.09994, 10.38901)
O (0.21754, 34.01918, 11.86690)
O (-1.64730, 31.45273, 14.70302)
O (0.24559, 37.24681, 18.21817)
O (1.88293, 37.16034, 14.40168)
O (-7.70298, 32.36309, 20.37557)
O (-9.25272, 36.52893, 18.34926)
O (-2.78244, 38.14623, 18.26320)
O (-9.20320, 32.37349, 16.04392)
O (-0.48293, 28.66108, 15.41589)
O (-1.66958, 33.27006, 9.38916)
O (-5.19166, 33.16129, 18.73982)
O (-6.22195, 39.78622, 15.29693)
O (-7.81739, 35.39261, 14.44897)
O (-7.59248, 38.84744, 12.11712)
O (-11.80862, 35.55212, 17.94493)
O (4.52156, 36.52687, 15.99604)
O (-6.55343, 31.82520, 12.34153)
O (-7.90803, 33.52435, 10.30795)
C (-10.32527, 37.33694, 18.70686)
C (-6.44017, 33.21568, 12.30759)
C (-1.85150, 30.18028, 14.19978)
C (-1.95949, 38.98434, 11.11409)
C (0.79964, 28.15226, 15.56964)
C (-6.21439, 32.19432, 18.53619)
C (2.54886, 37.79512, 15.47365)
C (-7.59815, 33.87867, 11.62549)
C (3.17625, 36.75745, 16.39560)
C (-3.88416, 36.86633, 8.91640)
C (1.31145, 38.09396, 13.53112)
C (-0.63676, 29.29716, 14.18985)
C (-3.36851, 40.86287, 11.00117)
C (-7.95457, 34.47239, 15.48732)
C (5.09852, 35.49069, 16.72699)
C (-4.49092, 36.58369, 15.07296)
C (-0.60524, 34.04773, 8.88262)
C (-0.88225, 36.89739, 17.44545)
C (-8.73096, 36.47726, 14.48921)
C (-6.56535, 38.96671, 13.07987)
C (-1.05695, 31.53495, 15.95016)
C (-4.20537, 35.22690, 15.22174)
C (-8.09104, 37.26088, 18.10001)
C (-3.56318, 37.43756, 14.49153)
C (-2.09794, 35.59209, 14.20598)
C (-8.92372, 33.36319, 15.05283)
C (-2.31847, 36.94694, 14.13338)
C (-0.76886, 33.04294, 11.69365)
C (0.16027, 38.44848, 18.93587)
C (-3.92707, 32.56768, 18.57601)
C (1.18096, 33.70001, 12.83585)
C (-11.55110, 36.47086, 18.95935)
C (-11.17463, 34.30461, 18.13753)
C (-1.88559, 33.45566, 10.74755)
C (-7.17839, 38.16886, 10.95301)
C (-6.74525, 40.45007, 16.42440)
C (-8.92468, 32.81503, 20.86132)
C (-9.98603, 31.35065, 15.47569)
C (-8.28147, 32.19093, 10.12131)
C (-7.53922, 32.71233, 19.00221)
C (-5.64975, 31.26475, 13.25901)
C (-2.28779, 36.85542, 17.98037)
C (-4.16537, 38.18803, 18.51467)
C (-2.79251, 37.79975, 10.73700)
C (-7.09017, 39.86825, 14.17087)
C (-3.02827, 34.70987, 14.72641)
H (0.86627, 27.65353, 16.53806)
H (-9.76557, 32.58943, 20.19011)
H (6.11061, 35.31152, 16.35896)
H (0.77976, 37.56666, 12.73409)
H (-3.85235, 36.86487, 7.83482)
H (-0.01036, 31.21873, 15.96514)
H (-4.43563, 37.70418, 19.46924)
H (-5.44449, 36.95773, 15.42638)
H (0.26190, 29.90609, 14.00904)
H (-11.50175, 33.62434, 17.35543)
H (0.17417, 39.33002, 18.25725)
H (-9.85878, 30.44523, 16.07674)
H (-0.90561, 37.53618, 16.54854)
H (-7.79804, 40.22020, 16.67353)
H (-7.44109, 31.50211, 10.00905)
H (-3.62034, 41.65509, 10.30534)
H (3.10630, 37.16849, 17.41101)
H (-5.61577, 39.34659, 12.67877)
H (2.58946, 35.83321, 16.33362)
H (-3.92116, 35.86711, 9.36040)
H (-2.01917, 39.14859, 12.19536)
H (-3.84954, 37.99656, 11.01697)
H (2.07779, 34.27546, 12.59038)
H (-7.53500, 34.96551, 11.69984)
H (-6.75151, 41.54986, 16.36147)
H (-6.30212, 38.62715, 10.47273)
H (-4.45638, 39.23221, 18.48434)
H (-0.91777, 38.77801, 10.86298)
H (-9.62025, 31.07156, 14.48254)
H (-2.56256, 36.88794, 11.31049)
H (-8.35590, 32.26403, 18.41880)
H (-0.72715, 28.56565, 13.37748)
H (-7.33857, 36.60735, 17.64907)
H (-8.09825, 39.59453, 14.50479)
H (-4.96665, 34.61800, 15.69071)
H (0.85636, 33.96703, 13.84457)
H (-11.47755, 35.97959, 19.93715)
H (-8.23753, 38.06700, 17.36605)
H (-8.91784, 33.89203, 21.08803)
H (-8.04132, 38.22549, 10.29625)
H (-1.66969, 30.99359, 16.67752)
H (-2.79389, 33.65379, 14.77648)
H (-7.63011, 33.80422, 18.88977)
H (-3.61041, 32.57096, 17.52555)
H (1.06506, 38.61005, 19.52372)
H (-10.09265, 37.83243, 19.66339)
H (1.59015, 28.90499, 15.47965)
H (-12.41810, 37.13465, 18.93472)
H (-3.19635, 33.13947, 19.13379)
H (-2.76452, 32.89568, 11.07107)
H (-10.57702, 38.11220, 17.97333)
H (-5.49797, 33.46955, 11.78537)
H (4.58542, 34.51976, 16.62685)
H (-1.03375, 32.58502, 16.25260)
H (0.57449, 38.72579, 14.04343)
H (-3.79693, 38.49847, 14.50350)
H (-1.52484, 37.55177, 13.71659)
H (-10.08182, 34.33752, 18.08724)
H (-6.87627, 37.13259, 11.16176)
H (-2.37924, 36.24170, 18.89274)
H (-9.17065, 32.32515, 21.80806)
H (1.85739, 38.37574, 16.10949)
H (-8.49931, 33.73101, 12.25669)
H (2.08854, 38.68213, 13.02650)
H (3.32962, 38.47469, 15.10659)
H (-8.53673, 37.11868, 13.63127)
H (-4.78853, 37.41398, 9.22480)
H (-9.74805, 36.08558, 14.51978)
H (-4.73808, 37.60563, 17.77154)
H (1.01103, 27.33035, 14.86203)
H (-6.35725, 37.95489, 13.46653)
H (5.15604, 35.70120, 17.80427)
H (-5.70788, 31.81422, 14.21653)
H (-0.87330, 35.11985, 8.84745)
H (-7.61465, 37.72021, 18.97941)
H (-6.18812, 31.90451, 17.47786)
H (-2.28198, 30.24402, 13.20533)
H (-8.95369, 31.82310, 10.90732)
H (-2.81552, 36.34465, 17.16174)
H (-4.59310, 31.35619, 12.95410)
H (-2.13600, 34.50969, 10.96670)
H (-3.91452, 31.52292, 18.91466)
H (-5.91875, 31.34835, 19.16932)
H (-8.40122, 34.90258, 16.39125)
H (-0.67993, 35.85938, 17.16427)
H (1.51710, 32.65487, 12.77230)
H (-7.11951, 40.89586, 13.77787)
H (-11.04859, 31.60825, 15.49450)
H (-1.33451, 32.69457, 12.58125)
H (-6.32702, 33.68921, 13.29567)
H (-8.52939, 37.13178, 15.34823)
H (-5.87766, 30.21574, 13.41998)
H (-0.42378, 33.79646, 7.83190)
H (-0.32766, 32.07105, 11.38804)
H (-11.47078, 33.94105, 19.13183)
H (-9.87694, 33.87566, 14.81788)
H (-0.74541, 38.54816, 19.53450)
H (-1.12690, 35.21251, 13.89326)
H (0.35007, 33.91753, 9.39846)
H (-4.25216, 40.21524, 11.11834)
H (-8.55491, 32.89597, 14.12966)
H (-6.13702, 40.11364, 17.26310)
H (-8.84896, 32.12009, 9.18662)
H (-6.98620, 34.00979, 15.66634)
H (-3.06052, 41.24844, 11.97828)
H (-2.58260, 29.67293, 14.85431)

Löwdin atomic charge list, values in e, 2 entries: -0.166 -0.164